(1)
Below is C47H34AsCrN7O2S as an isolated structure, with properties calculated with the ωB97M-V functional and the def2-TZVPD basis.

Geometry (Å):
Cr: -0.570 0.022 0.199
N: 1.945 2.522 2.855
C: 0.996 1.869 2.114
S: 1.610 0.617 1.037
N: -0.230 2.251 2.223
N: -1.096 1.515 1.443
C: -2.346 1.977 1.276
C: -2.807 3.263 1.846
C: -3.324 4.244 1.003
C: -3.775 5.453 1.514
C: -3.713 5.694 2.878
C: -3.195 4.722 3.725
C: -2.741 3.518 3.215
C: -3.201 1.151 0.514
C: -4.593 1.368 0.346
C: -5.352 0.460 -0.328
C: -4.748 -0.705 -0.855
C: -3.404 -0.869 -0.676
N: -2.622 0.018 -0.031
H: 2.855 2.109 2.939
H: 1.624 3.139 3.580
H: -3.368 4.057 -0.063
H: -4.172 6.206 0.846
H: -4.063 6.635 3.280
H: -3.144 4.906 4.791
H: -2.327 2.769 3.873
H: -5.039 2.249 0.784
H: -6.415 0.623 -0.444
H: -5.316 -1.454 -1.386
H: -2.912 -1.750 -1.068
O: -1.071 -5.567 -3.717
C: -0.894 -4.431 -4.181
O: -0.857 -3.999 -5.342
C: -0.764 -3.328 -3.095
C: -0.733 -1.982 -3.451
C: -0.576 -1.033 -2.461
N: -0.448 -1.402 -1.180
C: -0.508 -2.685 -0.809
C: -0.663 -3.682 -1.753
C: -0.459 -2.860 0.665
C: -0.349 -4.089 1.291
C: -0.304 -4.127 2.675
C: -0.367 -2.944 3.394
C: -0.473 -1.752 2.700
N: -0.524 -1.715 1.371
C: -0.501 0.441 -2.652
C: -0.458 1.046 -3.892
C: -0.326 2.427 -3.954
C: -0.238 3.157 -2.782
C: -0.290 2.485 -1.570
N: -0.428 1.165 -1.510
H: -0.804 -1.744 -4.505
H: -0.725 -4.734 -1.511
H: -0.295 -4.993 0.702
H: -0.215 -5.076 3.187
H: -0.328 -2.936 4.473
H: -0.516 -0.793 3.202
H: -0.498 0.445 -4.789
H: -0.277 2.923 -4.913
H: -0.113 4.229 -2.793
H: -0.217 2.999 -0.620
C: 7.082 -1.626 -0.561
C: 6.909 -0.346 -1.067
C: 5.663 0.063 -1.527
C: 4.582 -0.808 -1.479
C: 4.757 -2.086 -0.955
C: 6.003 -2.498 -0.509
As: 2.776 -0.319 -2.036
C: 2.740 -1.116 -3.813
C: 2.512 -2.446 -4.133
C: 2.334 -2.817 -5.458
C: 2.386 -1.852 -6.459
C: 2.622 -0.523 -6.147
C: 2.797 -0.145 -4.819
C: 3.014 1.234 -4.334
C: 3.125 2.372 -5.127
C: 3.313 3.613 -4.534
C: 3.382 3.734 -3.151
C: 3.255 2.606 -2.350
C: 3.086 1.363 -2.941
H: 8.054 -1.943 -0.207
H: 7.747 0.337 -1.111
H: 5.543 1.058 -1.936
H: 3.915 -2.769 -0.895
H: 6.132 -3.498 -0.115
H: 2.442 -3.197 -3.353
H: 2.110 -3.843 -5.709
H: 2.223 -2.143 -7.488
H: 2.655 0.216 -6.939
H: 3.073 2.294 -6.205
H: 3.412 4.493 -5.156
H: 3.531 4.706 -2.698
H: 3.287 2.694 -1.269

Calculated values
LUMO (alpha / beta) = -0.93 / -1.24 eV
electronic energy = -163915.3369 eV
relative energy (zero: lowest compared OMol25 entry of this formula, charge and spin) = 0.000 eV
HOMO energy (alpha / beta) = -5.794 / -7.941 eV
spin multiplicity = 5
M = 887.821 g/mol

=====

(2)
Below is C29H51CuNO2SSi2 as an isolated structure in a non-equilibrium geometry, with properties calculated with the ωB97M-V functional and the def2-TZVPD basis.

Geometry (Å):
O: -1.800 -2.758 -1.671
O: -1.439 -5.148 0.279
C: -3.306 -2.680 -1.814
C: -3.674 -1.860 -3.022
H: -3.658 -2.248 -0.881
H: -3.616 -3.728 -1.853
H: -3.265 -0.844 -2.983
H: -4.760 -1.748 -3.030
H: -3.360 -2.348 -3.950
C: -0.992 -3.623 -2.581
C: -1.753 -4.876 -2.898
H: -0.083 -3.825 -2.019
H: -0.793 -3.029 -3.483
H: -1.924 -5.465 -1.990
H: -1.147 -5.497 -3.567
H: -2.699 -4.690 -3.411
C: -0.111 -5.479 0.679
C: -2.511 -5.502 1.149
C: 0.456 -6.539 -0.241
H: -0.080 -5.810 1.730
H: 0.472 -4.548 0.588
H: -0.103 -7.478 -0.142
H: 1.496 -6.747 0.025
H: 0.419 -6.216 -1.289
C: -2.985 -6.919 0.902
H: -3.308 -4.781 0.917
H: -2.216 -5.363 2.200
H: -3.170 -7.097 -0.164
H: -3.909 -7.102 1.453
H: -2.240 -7.643 1.255
H: -1.417 -1.877 -1.309
Cu: 0.046 -0.444 -0.026
C: -1.536 -1.513 0.714
Si: -1.818 -1.161 2.524
H: -2.471 -1.293 0.171
H: -1.239 -2.568 0.543
C: -3.624 -1.595 2.881
C: -1.614 0.653 2.981
C: -0.724 -2.222 3.622
C: -0.049 -0.182 -2.008
Si: 1.624 -0.618 -2.744
H: -0.235 0.905 -2.091
H: -0.902 -0.665 -2.519
C: 1.342 -1.310 -4.479
C: 2.595 -1.911 -1.786
C: 2.684 0.931 -2.823
H: -0.549 -3.202 3.158
H: -1.195 -2.396 4.600
H: 0.250 -1.751 3.804
H: -4.289 -1.041 2.204
H: -3.905 -1.330 3.906
H: -3.818 -2.667 2.749
H: -1.968 1.298 2.166
H: -0.571 0.911 3.200
H: -2.208 0.892 3.879
H: 2.391 -2.928 -2.148
H: 2.358 -1.860 -0.715
H: 3.672 -1.712 -1.900
H: 3.705 0.675 -3.141
H: 2.734 1.407 -1.833
H: 2.270 1.654 -3.542
H: 2.270 -1.245 -5.065
H: 0.567 -0.735 -5.003
H: 1.036 -2.364 -4.456
S: 1.686 3.440 1.763
C: 0.311 4.013 0.826
C: -0.166 5.312 0.702
C: -1.305 5.538 -0.080
C: -1.960 4.469 -0.712
C: -1.490 3.160 -0.583
C: -0.330 2.924 0.176
N: 0.269 1.700 0.438
C: 1.330 1.807 1.230
C: 2.044 0.639 1.698
C: 3.119 0.724 2.621
C: 3.721 -0.450 3.080
C: 3.244 -1.687 2.645
C: 2.164 -1.760 1.736
C: 1.585 -0.602 1.260
H: 0.363 6.115 1.213
H: -1.689 6.550 -0.203
H: -2.849 4.655 -1.314
H: -1.987 2.302 -1.040
H: 3.458 1.700 2.964
H: 4.556 -0.394 3.780
H: 3.705 -2.612 3.006
H: 1.795 -2.736 1.417

Calculated values
LUMO (alpha / beta) = 0.25 / 0.25 eV
electronic energy = -107713.1546 eV
HOMO energy (alpha / beta) = -6.428 / -6.846 eV
spin multiplicity = 2
M = 597.517 g/mol

=====

(3)
Below is one molecule with the formula C11H22N4O4 in a non-equilibrium geometry, with properties calculated with the ωB97M-V functional and the def2-TZVPD basis.

Geometry (Å):
N: -3.473 -0.106 0.876
C: -4.012 0.011 -0.476
C: -3.076 -0.745 -1.460
C: -1.620 -0.520 -1.140
C: -1.098 -1.737 -0.293
C: 0.334 -1.543 0.171
N: 1.194 -1.643 -0.975
C: 2.337 -0.847 -1.073
O: 3.234 -1.028 -1.880
C: 2.661 0.248 0.068
N: 4.015 -0.039 0.610
C: 2.567 1.700 -0.375
C: 1.134 2.270 -0.557
C: 0.330 2.353 0.726
N: 0.220 3.588 1.300
O: -0.305 1.426 1.202
C: 0.805 -2.449 1.325
O: 1.734 -3.230 1.277
O: 0.040 -2.317 2.393
H: -2.615 0.406 0.973
H: -4.105 0.160 1.651
H: -4.031 1.080 -0.843
H: -5.091 -0.221 -0.521
H: -3.429 -0.371 -2.453
H: -3.151 -1.842 -1.400
H: -1.017 -0.518 -2.031
H: -1.347 0.292 -0.488
H: -1.114 -2.699 -0.854
H: -1.837 -1.877 0.502
H: 0.358 -0.485 0.617
H: 1.100 -2.362 -1.661
H: 2.073 0.026 0.940
H: 4.597 -0.152 -0.155
H: 3.938 -0.909 1.102
H: 3.162 2.171 0.391
H: 3.019 1.806 -1.373
H: 1.276 3.304 -0.892
H: 0.588 1.550 -1.220
H: 0.623 4.403 0.976
H: -0.442 3.783 2.055
H: 0.421 -2.938 2.963

Calculated values
LUMO = 0.58 eV
electronic energy = -25914.8967 eV
relative energy (zero: lowest compared OMol25 entry of this formula, charge and spin) = 1.596 eV
HOMO energy = -8.918 eV
M = 274.321 g/mol

=====

Which of these has the highest M? C47H34AsCrN7O2S

=====

Please write out number 3 again, unchanged.
Below is one molecule with the formula C11H22N4O4 in a non-equilibrium geometry, with properties calculated with the ωB97M-V functional and the def2-TZVPD basis.

Geometry (Å):
N: -3.473 -0.106 0.876
C: -4.012 0.011 -0.476
C: -3.076 -0.745 -1.460
C: -1.620 -0.520 -1.140
C: -1.098 -1.737 -0.293
C: 0.334 -1.543 0.171
N: 1.194 -1.643 -0.975
C: 2.337 -0.847 -1.073
O: 3.234 -1.028 -1.880
C: 2.661 0.248 0.068
N: 4.015 -0.039 0.610
C: 2.567 1.700 -0.375
C: 1.134 2.270 -0.557
C: 0.330 2.353 0.726
N: 0.220 3.588 1.300
O: -0.305 1.426 1.202
C: 0.805 -2.449 1.325
O: 1.734 -3.230 1.277
O: 0.040 -2.317 2.393
H: -2.615 0.406 0.973
H: -4.105 0.160 1.651
H: -4.031 1.080 -0.843
H: -5.091 -0.221 -0.521
H: -3.429 -0.371 -2.453
H: -3.151 -1.842 -1.400
H: -1.017 -0.518 -2.031
H: -1.347 0.292 -0.488
H: -1.114 -2.699 -0.854
H: -1.837 -1.877 0.502
H: 0.358 -0.485 0.617
H: 1.100 -2.362 -1.661
H: 2.073 0.026 0.940
H: 4.597 -0.152 -0.155
H: 3.938 -0.909 1.102
H: 3.162 2.171 0.391
H: 3.019 1.806 -1.373
H: 1.276 3.304 -0.892
H: 0.588 1.550 -1.220
H: 0.623 4.403 0.976
H: -0.442 3.783 2.055
H: 0.421 -2.938 2.963

Calculated values
LUMO = 0.58 eV
electronic energy = -25914.8967 eV
relative energy (zero: lowest compared OMol25 entry of this formula, charge and spin) = 1.596 eV
HOMO energy = -8.918 eV
M = 274.321 g/mol

=====

electronic energy of number 3 (C11H22N4O4)? -25914.8967 eV